<P>
Computed, not measured: a molecular structure, C5H6OS, with the ωB97M-V functional and the def2-TZVPD basis.

Values from the calculation:
HOMO energy, eV: -8.77
Net charge: 0
Gap between HOMO and LUMO, eV: 9.10
LUMO level, eV: 0.33

Last column: Mulliken charge in e.
Geometry (Å):
1 C -1.041 -1.696 -0.384  -0.58
2 C -0.611 0.938 -0.238  0.72
3 C 0.162 -1.233 -0.093  0.56
4 C -0.758 2.334 -0.198  -1.02
5 C 1.345 -1.985 0.353  -1.08
6 O 0.417 0.244 0.000  -0.33
7 S -1.925 -0.133 -0.575  0.01
8 H -1.377 2.499 0.728  0.29
9 H -1.373 2.737 -0.943  0.37
10 H 0.277 2.846 -0.182  0.26
11 H 1.383 -2.256 1.473  0.22
12 H 2.228 -1.307 0.149  0.29
13 H 1.274 -2.987 -0.089  0.31

<Q>
Computed, not measured: C5H6OS in the gas phase, with the ωB97M-V functional and the def2-TZVPD basis.

Values from the calculation:
Structure (SMILES): C1=COC=CSC1
HOMO energy, eV: -8.07
Net charge: 0
Gap between HOMO and LUMO, eV: 8.90
LUMO level, eV: 0.82

Last column: Mulliken charge in e.
Geometry (Å):
1 C -0.716 0.235 -1.278  -0.22
2 C 0.485 -0.345 -1.454  -0.14
3 O 1.382 -0.840 -0.564  -0.37
4 C 1.379 -0.710 0.800  -0.06
5 C 0.721 0.144 1.611  -0.38
6 S -0.438 1.406 1.250  -0.10
7 C -1.442 0.567 -0.015  -0.64
8 H -1.218 0.521 -2.189  0.30
9 H 0.875 -0.573 -2.459  0.32
10 H 2.083 -1.422 1.288  0.29
11 H 0.908 0.050 2.686  0.33
12 H -2.216 1.297 -0.219  0.34
13 H -1.802 -0.330 0.543  0.32

<R>
Computed, not measured: C5H6OS in the gas phase, with the ωB97M-V functional and the def2-TZVPD basis.

Values from the calculation:
Structure (SMILES): O=C[C@@H]1C=CSC1
HOMO energy, eV: -8.30
Net charge: 0
Gap between HOMO and LUMO, eV: 9.13
LUMO level, eV: 0.84

Last column: Mulliken charge in e.
Geometry (Å):
1 O 1.482 0.886 -1.946  -0.48
2 C 1.129 -0.166 -1.428  -0.06
3 C 0.513 -0.297 -0.019  0.32
4 C -0.835 -0.891 -0.021  -0.57
5 C -1.700 -0.307 0.791  -0.31
6 S -1.116 1.075 1.691  -0.17
7 C 0.384 1.080 0.697  -0.69
8 H 1.144 -1.126 -1.979  0.32
9 H 1.205 -0.964 0.529  0.28
10 H -1.058 -1.822 -0.572  0.27
11 H -2.761 -0.611 0.921  0.33
12 H 0.381 1.935 0.005  0.37
13 H 1.233 1.210 1.332  0.40

Most stable: <R>. Least stable: <P>.

<P>
Computed, not measured: C5H10N4 in the gas phase, with the ωB97M-V functional and the def2-TZVPD basis.

Values from the calculation:
Structure (SMILES): N/N=C\NN1CC=CC1
HOMO energy, eV: -8.45
Net charge: 0
Gap between HOMO and LUMO, eV: 9.15
LUMO level, eV: 0.71

Last column: Mulliken charge in e.
Geometry (Å):
1 N 1.715 -1.588 -1.532  -0.43
2 N 1.055 -2.515 -0.552  -0.35
3 C 0.141 -2.316 0.227  0.03
4 N -0.716 -1.146 0.301  -0.66
5 N -0.075 0.013 -0.077  0.15
6 C -0.916 0.729 -0.937  -0.52
7 C -1.436 1.903 -0.014  -0.27
8 C -0.657 1.832 0.983  -0.16
9 C 0.481 1.032 0.933  -0.88
10 H 2.655 -1.905 -1.516  0.24
11 H 1.324 -0.587 -1.355  0.34
12 H 0.039 -3.050 1.045  0.34
13 H -0.874 -1.019 1.556  0.33
14 H -0.361 1.156 -1.804  0.22
15 H -1.748 0.003 -1.242  0.40
16 H -2.107 2.841 -0.030  0.28
17 H -0.687 2.803 1.598  0.26
18 H 1.336 1.499 0.644  0.31
19 H 0.831 0.314 1.773  0.36

<Q>
Computed, not measured: 2 unconnected molecules or ions with the total composition C5H10N4, with the ωB97M-V functional and the def2-TZVPD basis.

Values from the calculation:
Structure (SMILES): c1nn[nH]n1.CC1CC1
HOMO energy, eV: -9.64
Net charge: 0
Gap between HOMO and LUMO, eV: 10.74
LUMO level, eV: 1.09

Last column: Mulliken charge in e.
Geometry (Å):
1 C 2.153 -0.604 -0.193  0.08
2 N 1.787 0.696 -0.118  0.08
3 N 2.899 1.381 -0.079  -0.62
4 N 3.878 0.546 -0.085  0.46
5 N 3.484 -0.727 -0.116  -0.59
6 H 1.352 -1.405 -0.193  0.41
7 H 4.827 0.739 -0.156  0.23
8 C -1.257 -1.019 -1.066  -0.94
9 C -1.553 0.336 -0.293  0.08
10 C -2.655 0.619 0.630  -0.42
11 C -1.421 0.346 1.262  -0.48
12 H -0.225 -1.267 -1.066  0.04
13 H -1.523 -1.052 -2.204  0.26
14 H -1.908 -1.720 -0.555  0.28
15 H -0.991 1.177 -0.733  0.25
16 H -3.494 -0.152 0.638  0.18
17 H -3.032 1.604 0.646  0.26
18 H -1.390 -0.652 1.759  0.21
19 H -0.930 1.154 1.922  0.23

<R>
Computed, not measured: C5H10N4 in the gas phase, with the ωB97M-V functional and the def2-TZVPD basis.

Values from the calculation:
Structure (SMILES): Cn1cc(N)c(N)c1N
HOMO energy, eV: -5.89
Net charge: 0
Gap between HOMO and LUMO, eV: 6.68
LUMO level, eV: 0.79

Last column: Mulliken charge in e.
Geometry (Å):
1 C 2.226 1.145 -0.318  -0.93
2 N 0.864 0.488 -0.111  0.07
3 C -0.222 1.346 -0.175  -0.82
4 C -1.423 0.644 -0.189  0.60
5 N -2.714 1.184 -0.238  -0.58
6 C -1.192 -0.731 -0.098  -0.06
7 N -2.031 -1.831 0.234  -0.62
8 C 0.595 -0.777 0.043  0.37
9 N 1.326 -1.907 0.162  -0.46
10 H 2.505 1.272 -1.431  0.26
11 H 2.250 2.172 0.052  0.35
12 H 3.029 0.548 0.259  0.33
13 H 0.016 2.424 -0.456  0.18
14 H -3.362 0.776 0.417  0.25
15 H -2.710 2.209 -0.119  0.22
16 H -1.558 -2.458 0.779  0.23
17 H -2.452 -2.292 -0.545  0.22
18 H 2.299 -1.943 0.004  0.20
19 H 0.765 -2.647 -0.076  0.19

Most stable: <R>. Least stable: <P>.

<P>
Computed, not measured: a molecular structure, C33H36IrN6O7Si, with the ωB97M-V functional and the def2-TZVPD basis.

Values from the calculation:
⟨S²⟩: 8.81
HOMO energy (alpha / beta), eV: -7.24 / -7.84
Net charge: 0
Multiplicity: 6
Gap between HOMO and LUMO (alpha / beta), eV: 6.62 / 4.95
LUMO level (alpha / beta), eV: -0.62 / -2.88

Last column: Mulliken charge in e.
Geometry (Å):
1 Ir 0.457 0.343 0.350  3.46
2 O -2.317 -1.542 3.770  -0.75
3 C -2.170 -2.837 3.419  0.50
4 C -2.967 -3.776 4.074  -0.75
5 C -2.862 -5.115 3.760  -0.30
6 C -1.959 -5.549 2.791  -0.84
7 C -1.170 -4.622 2.143  -0.53
8 C -1.259 -3.258 2.437  0.31
9 C -0.423 -2.275 1.706  0.56
10 O -0.604 -1.028 1.934  -0.79
11 N 0.453 -2.757 0.839  -1.28
12 N 1.123 -1.748 0.221  0.79
13 C 2.161 -2.056 -0.460  -0.87
14 C 2.950 -0.974 -1.046  0.89
15 C 4.046 -1.215 -1.865  -1.05
16 C 4.780 -0.136 -2.328  -0.42
17 C 4.405 1.145 -1.955  -1.01
18 C 3.290 1.303 -1.146  -0.43
19 N 2.582 0.270 -0.708  -0.03
20 H -1.674 -1.042 3.217  0.28
21 H -3.660 -3.423 4.826  0.44
22 H -3.487 -5.833 4.277  0.38
23 H -1.878 -6.599 2.549  0.41
24 H -0.459 -4.929 1.388  0.41
25 H 2.477 -3.091 -0.546  0.31
26 H 4.309 -2.232 -2.125  0.52
27 H 5.637 -0.294 -2.971  0.44
28 H 4.954 2.014 -2.290  0.46
29 H 2.924 2.277 -0.844  0.67
30 O -6.293 3.227 0.764  -0.47
31 C -5.178 3.661 0.425  0.83
32 O -5.262 4.852 0.025  -0.42
33 C -3.914 2.895 0.478  0.53
34 C -3.921 1.592 0.953  -1.29
35 C -2.725 0.899 0.976  -0.78
36 N -1.578 1.444 0.564  0.09
37 C -1.572 2.707 0.134  0.51
38 C -2.727 3.471 0.065  -0.87
39 C -0.227 3.304 -0.255  -0.06
40 O -0.212 4.443 -0.698  -0.81
41 O 0.769 2.533 -0.056  -0.75
42 H -4.834 1.126 1.297  0.50
43 H -2.670 -0.117 1.337  0.77
44 H -2.665 4.486 -0.303  0.62
45 C 3.987 2.049 3.191  -0.81
46 N 2.654 2.544 3.504  0.17
47 C 2.518 3.645 4.440  -1.10
48 C 1.610 1.878 2.977  0.83
49 C 0.213 2.319 3.319  -0.93
50 O 1.820 0.917 2.229  -0.82
51 H 4.721 2.739 3.599  0.35
52 H 4.116 1.973 2.112  0.18
53 H 4.149 1.058 3.617  0.29
54 H 3.336 4.347 4.282  0.36
55 H 2.548 3.307 5.479  0.30
56 H 1.589 4.180 4.270  0.40
57 H 0.087 2.491 4.387  0.72
58 H -0.465 1.535 2.994  -0.45
59 H -0.030 3.241 2.786  0.33
60 C -0.360 -3.335 -2.470  -0.73
61 Si -1.352 -1.747 -2.462  -0.25
62 C -2.554 -1.773 -1.045  -0.26
63 C -2.367 -1.584 -4.032  -1.14
64 N -0.322 -0.313 -2.280  0.23
65 C 0.402 0.204 -3.274  0.01
66 C 0.877 1.546 -3.167  0.03
67 C 1.588 2.137 -4.186  -0.58
68 C 1.903 1.415 -5.335  -0.50
69 C 1.486 0.087 -5.461  -0.91
70 C 0.742 -0.505 -4.471  -0.20
71 H -1.000 -4.150 -2.817  0.50
72 H -0.029 -3.580 -1.459  0.11
73 H 0.513 -3.292 -3.125  0.31
74 H -3.141 -2.695 -1.067  0.50
75 H -3.247 -0.931 -1.114  0.25
76 H -2.045 -1.724 -0.084  -0.41
77 H -3.174 -2.322 -4.015  0.39
78 H -1.798 -1.736 -4.950  0.34
79 H -2.827 -0.595 -4.084  0.31
80 H 0.651 2.092 -2.263  0.32
81 H 1.908 3.166 -4.085  0.51
82 H 2.471 1.880 -6.131  0.40
83 H 1.743 -0.476 -6.350  0.43
84 H 0.428 -1.534 -4.579  0.32

<Q>
Computed, not measured: a molecular structure, C33H36IrN6O7Si, with the ωB97M-V functional and the def2-TZVPD basis.

Values from the calculation:
⟨S²⟩: 8.78
HOMO energy (alpha / beta), eV: -7.31 / -7.83
Net charge: 0
Multiplicity: 6
Gap between HOMO and LUMO (alpha / beta), eV: 6.86 / 4.54
LUMO level (alpha / beta), eV: -0.45 / -3.29

Last column: Mulliken charge in e.
Geometry (Å):
1 Ir -0.318 -0.174 0.252  3.24
2 O -4.499 -0.119 2.534  -0.73
3 C -5.220 0.453 1.556  0.43
4 C -6.492 0.922 1.893  -0.67
5 C -7.281 1.534 0.943  -0.33
6 C -6.825 1.695 -0.365  -0.78
7 C -5.569 1.236 -0.701  -0.40
8 C -4.746 0.610 0.241  0.11
9 C -3.386 0.152 -0.132  0.87
10 O -2.695 -0.488 0.716  -0.89
11 N -2.980 0.464 -1.370  -1.30
12 N -1.697 0.122 -1.541  0.69
13 C -1.156 0.155 -2.702  -1.05
14 C 0.259 -0.198 -2.802  1.19
15 C 0.895 -0.340 -4.033  -1.02
16 C 2.215 -0.740 -4.068  -0.40
17 C 2.883 -0.991 -2.876  -1.00
18 C 2.196 -0.806 -1.690  -0.48
19 N 0.927 -0.406 -1.656  0.12
20 H -3.641 -0.379 2.130  0.42
21 H -6.829 0.791 2.912  0.44
22 H -8.265 1.890 1.220  0.38
23 H -7.448 2.173 -1.109  0.40
24 H -5.189 1.346 -1.707  0.44
25 H -1.735 0.400 -3.587  0.34
26 H 0.338 -0.157 -4.942  0.51
27 H 2.720 -0.870 -5.017  0.44
28 H 3.911 -1.325 -2.860  0.49
29 H 2.666 -0.961 -0.728  0.40
30 O 3.512 -5.148 3.845  -0.43
31 C 3.536 -4.048 4.327  0.48
32 O 3.905 -3.352 5.236  -0.46
33 C 2.625 -3.009 3.224  0.53
34 C 2.757 -1.648 3.391  -1.21
35 C 2.041 -0.862 2.502  -0.71
36 N 1.264 -1.393 1.561  0.23
37 C 1.144 -2.708 1.449  0.43
38 C 1.838 -3.595 2.271  -0.86
39 C 0.184 -3.216 0.378  0.07
40 O 0.163 -4.410 0.145  -0.75
41 O -0.521 -2.297 -0.172  -0.74
42 H 3.368 -1.220 4.170  0.56
43 H 2.079 0.219 2.532  0.57
44 H 1.727 -4.659 2.129  0.67
45 C 4.247 2.225 2.311  -0.71
46 N 4.295 2.675 0.930  0.25
47 C 5.393 3.525 0.501  -1.01
48 C 3.416 2.125 0.056  0.25
49 C 3.505 2.557 -1.388  -1.52
50 O 2.565 1.323 0.429  0.17
51 H 4.840 2.901 2.922  0.42
52 H 4.637 1.210 2.419  0.25
53 H 3.218 2.238 2.668  0.08
54 H 5.770 4.070 1.364  0.31
55 H 5.060 4.257 -0.232  0.37
56 H 6.220 2.953 0.072  0.30
57 H 4.510 2.418 -1.789  0.46
58 H 3.248 3.614 -1.488  0.40
59 H 2.800 1.968 -1.967  0.07
60 C 0.899 3.907 1.901  -1.04
61 Si -0.485 2.866 1.189  0.50
62 C -0.286 2.950 -0.667  -0.90
63 C -2.163 3.566 1.593  -1.08
64 N -0.466 1.169 1.715  0.19
65 C -0.780 0.814 3.042  1.14
66 C -1.110 -0.512 3.361  -0.25
67 C -1.400 -0.880 4.662  -1.05
68 C -1.375 0.058 5.687  -0.84
69 C -1.063 1.375 5.384  -1.00
70 C -0.770 1.751 4.083  -0.51
71 H 0.672 4.956 1.689  0.48
72 H 1.836 3.666 1.397  0.09
73 H 1.060 3.813 2.974  0.30
74 H -0.047 3.989 -0.917  0.48
75 H -1.212 2.685 -1.180  0.26
76 H 0.524 2.324 -1.044  -0.10
77 H -2.272 4.547 1.124  0.39
78 H -2.359 3.674 2.659  0.34
79 H -2.934 2.912 1.175  0.18
80 H -1.172 -1.257 2.579  0.45
81 H -1.661 -1.909 4.870  0.51
82 H -1.607 -0.232 6.703  0.41
83 H -1.050 2.127 6.163  0.43
84 H -0.539 2.789 3.892  0.29

Most stable: <P>. Least stable: <Q>.